Computed, not measured: a single C15H15N3O3 molecule, with ωB97M-V with the def2-TZVPD basis set.

XYZ file:
```
36
Properties=species:S:1:pos:R:3:forces:R:3
C -2.127 -2.057 -1.828 -7.0 5.6 -5.9
C -2.419 -1.358 -0.655 -3.5 3.0 6.0
C -3.171 -2.183 0.594 4.9 4.6 -7.6
C -3.521 -1.475 1.631 3.0 1.3 -6.0
C -3.312 -0.195 1.519 -0.1 10.0 5.1
C -2.764 0.674 0.572 -0.9 2.3 1.2
O -2.782 2.256 0.799 -0.6 -5.0 -1.1
C -2.142 2.906 -0.289 3.3 -6.7 2.7
C -0.567 2.172 -0.509 -7.5 3.4 5.9
O -0.010 2.442 -1.425 5.6 1.2 -10.4
O -0.081 1.943 0.630 -0.7 -2.9 5.2
N 1.234 1.577 0.887 3.8 -3.4 -2.2
C 1.643 0.290 0.356 -6.1 9.2 2.2
N 0.719 -0.553 -0.049 1.3 -1.5 -1.0
C 3.004 0.134 0.213 3.7 -0.9 2.4
C 3.395 -1.065 0.656 3.7 -2.3 -2.5
C 4.876 -1.265 0.535 -3.4 -5.0 2.5
N 5.709 -0.374 0.453 3.9 4.2 -3.7
C 5.328 0.980 -0.141 2.7 -4.1 4.7
C 4.071 1.171 0.094 -1.6 -6.6 -0.6
C -2.282 0.126 -0.587 -2.3 -6.6 3.3
H -3.087 -2.397 -2.532 2.1 0.8 2.0
H -1.539 -1.515 -2.511 0.8 1.1 -0.9
H -1.654 -2.804 -1.651 5.5 -9.6 2.0
H -3.202 -3.108 0.242 -0.7 -4.3 -0.3
H -3.918 -1.918 2.319 -4.5 -4.2 8.2
H -3.588 0.472 2.552 0.6 -1.8 -2.9
H -2.536 2.914 -1.209 -2.1 -0.5 -3.4
H -2.053 3.808 0.073 1.2 5.0 1.5
H 1.209 -1.202 -0.674 -1.7 -0.2 0.0
H -0.269 -0.283 -0.043 0.5 -0.6 -0.2
H 2.868 -2.016 0.763 -0.5 0.8 0.4
H 5.208 -2.408 0.741 -0.4 2.6 -0.1
H 6.132 1.721 -0.085 -0.4 -0.4 -0.6
H 3.665 1.977 -0.048 -4.1 9.1 -1.5
H -2.035 0.615 -1.397 1.5 2.4 -4.1
```
Positions in Å, forces in eV/Å.

## Properties
**Energy relative to the best compared isomer or geometry (same formula, charge and spin)**: 15.343 eV
**Total charge**: 0
**Multiplicity**: 1
**Structure (SMILES)**: Cc1cccc(OCC(=O)O/N=C(\N)c2ccncc2)c1



Computed, not measured: a single C15H15N3O5 molecule, with ωB97M-V with the def2-TZVPD basis set.

XYZ file:
```
38
Properties=species:S:1:pos:R:3:forces:R:3
O -3.403 -4.082 3.049 -0.2 -0.2 0.0
N -2.551 -3.356 3.523 -0.3 -0.2 0.3
O -2.385 -3.166 4.710 0.0 0.0 0.3
C -1.684 -2.675 2.611 0.9 0.6 -0.9
C -1.842 -2.847 1.231 -0.1 -0.1 0.4
C -1.050 -2.159 0.354 0.2 0.0 0.0
C -0.055 -1.250 0.793 -0.1 -0.1 0.4
N 0.560 -0.419 -0.075 0.0 0.1 0.0
C 0.669 -0.752 -1.479 -0.2 0.0 -0.5
C -0.476 -0.238 -2.379 0.0 0.1 0.4
O -0.275 -0.619 -3.713 0.2 -0.3 -0.4
C 1.219 0.805 0.353 0.4 0.2 0.0
C 0.970 1.950 -0.595 0.0 0.1 0.1
C 1.947 2.365 -1.489 -0.1 0.0 0.1
C 1.705 3.423 -2.348 0.0 0.0 -0.1
C 0.486 4.078 -2.317 0.0 0.0 -0.1
C -0.490 3.677 -1.419 -0.1 0.0 0.1
C -0.249 2.618 -0.562 0.1 0.0 0.0
C 0.189 -1.234 2.196 -1.0 -0.5 -0.5
N 1.404 -0.721 2.763 0.5 0.1 0.1
O 1.368 -0.278 3.890 0.1 0.2 0.3
O 2.415 -0.829 2.091 0.2 -0.1 0.1
C -0.648 -1.892 3.086 -0.2 -0.1 0.1
H -2.614 -3.514 0.879 0.0 0.0 -0.1
H -1.218 -2.294 -0.700 0.0 0.1 -0.1
H 0.741 -1.841 -1.580 0.1 0.1 0.0
H 1.602 -0.324 -1.854 0.0 -0.1 0.0
H -0.491 0.852 -2.387 0.0 -0.1 0.1
H -1.448 -0.592 -2.009 0.1 0.1 0.0
H -0.289 -1.581 -3.786 0.0 0.1 0.0
H 0.818 1.087 1.331 0.1 -0.1 -0.1
H 2.299 0.633 0.461 -0.2 0.1 0.0
H 2.905 1.865 -1.508 0.1 -0.1 0.0
H 2.471 3.738 -3.040 0.1 0.0 -0.1
H 0.299 4.904 -2.985 0.0 0.1 -0.1
H -1.438 4.191 -1.385 -0.1 0.1 0.0
H -1.010 2.305 0.138 -0.1 0.0 0.1
H -0.455 -1.827 4.148 0.0 0.0 0.0
```
Positions in Å, forces in eV/Å.

## Properties
**Energy relative to the best compared isomer or geometry (same formula, charge and spin)**: 5.030 eV
**Total charge**: 0
**Multiplicity**: 1
**Structure (SMILES)**: O=[N+]([O-])c1ccc(N(CCO)Cc2ccccc2)c([N+](=O)[O-])c1



Computed, not measured: a single C15H15N5O3S2 molecule, with ωB97M-V with the def2-TZVPD basis set.

XYZ file:
```
40
Properties=species:S:1:pos:R:3:forces:R:3
C -4.087 -1.632 0.280 0.0 0.4 0.1
C -4.340 -0.493 1.255 0.0 -0.5 0.2
O -3.913 0.761 0.713 -0.3 0.2 -0.2
C -2.619 1.054 0.806 0.0 0.3 -0.1
O -1.790 0.350 1.314 -0.1 -0.2 0.1
C -2.348 2.431 0.212 -0.1 -0.2 0.1
C -0.938 2.552 -0.222 0.6 -0.2 0.6
N -0.576 2.908 -1.405 -1.6 0.1 -0.1
N 0.739 2.910 -1.586 1.6 0.0 -0.5
C 1.390 2.548 -0.530 -0.6 0.0 0.9
N 2.753 2.396 -0.511 0.2 0.5 0.0
C 3.363 1.781 0.549 0.3 0.5 -0.3
O 2.822 1.668 1.623 0.1 0.0 0.2
C 4.770 1.287 0.275 -0.1 -0.6 0.1
S 4.893 -0.437 0.864 0.4 0.1 0.1
C 3.366 -0.994 0.244 0.1 0.2 -0.3
N 2.680 -0.343 -0.650 0.4 -0.2 -0.1
C 1.516 -1.057 -0.803 -0.2 -0.7 0.4
C 0.412 -0.802 -1.606 0.0 -0.1 0.1
C -0.631 -1.704 -1.553 -0.1 0.1 -0.1
C -0.586 -2.831 -0.730 0.0 -0.1 0.1
C 0.500 -3.095 0.081 0.0 -0.1 0.1
C 1.547 -2.192 0.038 -0.4 0.3 -0.5
N 2.756 -2.125 0.694 0.2 0.0 0.1
S 0.394 2.162 0.847 -0.2 0.3 -0.9
H -4.582 -1.434 -0.668 -0.1 0.0 -0.1
H -4.472 -2.559 0.695 0.0 -0.1 0.0
H -3.018 -1.737 0.108 0.0 -0.1 0.0
H -3.806 -0.672 2.193 -0.1 0.1 -0.1
H -5.407 -0.365 1.450 0.1 0.0 0.0
H -3.019 2.613 -0.627 0.1 0.0 0.1
H -2.565 3.161 0.998 -0.1 0.0 0.0
H 3.193 2.419 -1.420 0.0 -0.2 0.1
H 5.026 1.316 -0.782 0.0 0.1 0.0
H 5.496 1.847 0.864 0.0 0.0 0.0
H 0.378 0.070 -2.241 0.0 0.1 -0.1
H -1.504 -1.536 -2.165 -0.1 0.0 -0.1
H -1.423 -3.515 -0.729 -0.1 0.0 0.0
H 0.529 -3.962 0.723 0.0 -0.1 0.0
H 3.104 -2.747 1.403 -0.1 0.1 0.0
```
Positions in Å, forces in eV/Å.

## Properties
**Energy relative to the best compared isomer or geometry (same formula, charge and spin)**: 0.000 eV
**Total charge**: 0
**Multiplicity**: 1
**Structure (SMILES)**: CCOC(=O)Cc1nnc(NC(=O)CSc2nc3ccccc3[nH]2)s1



Computed, not measured: a single C15H15NO3S molecule, with ωB97M-V with the def2-TZVPD basis set.

XYZ file:
```
35
Properties=species:S:1:pos:R:3:forces:R:3
C 6.018 -0.392 0.364 0.3 0.2 0.3
O 4.664 -0.552 -0.027 -0.5 -0.1 -0.1
C 3.759 0.072 0.744 0.2 0.1 0.2
O 4.049 0.735 1.719 0.0 -0.1 -0.1
C 2.392 -0.123 0.297 -0.1 -0.4 -0.5
N 1.381 0.479 1.018 0.1 0.1 0.2
C 0.197 0.191 0.466 -0.1 -0.2 -0.3
C 0.422 -0.618 -0.647 0.4 0.2 0.3
C 1.824 -0.817 -0.759 0.2 0.3 0.5
C 2.524 -1.613 -1.796 0.1 -0.1 -0.2
C -0.664 -1.115 -1.474 -0.4 0.1 0.2
O -0.529 -1.793 -2.471 0.0 -0.1 -0.1
C -2.045 -0.736 -0.952 0.0 0.1 -0.3
C -2.086 0.643 -0.280 0.0 -0.1 0.2
C -3.477 1.000 0.136 -0.1 0.4 -0.2
C -4.339 0.300 0.923 0.2 0.0 -0.1
C -5.574 0.959 1.117 -0.2 0.1 0.0
C -5.634 2.153 0.477 0.2 0.2 -0.2
S -4.183 2.497 -0.377 -0.1 -0.6 0.3
C -1.131 0.661 0.928 0.0 0.1 -0.1
H 6.609 -0.953 -0.355 0.0 0.0 0.0
H 6.297 0.664 0.350 0.0 -0.1 0.0
H 6.171 -0.780 1.374 0.0 0.0 -0.1
H 1.566 1.046 1.833 -0.1 0.0 -0.1
H 1.799 -2.050 -2.476 0.1 0.0 0.0
H 3.115 -2.401 -1.333 0.1 -0.1 0.0
H 3.211 -0.979 -2.356 0.1 0.0 -0.1
H -2.752 -0.779 -1.781 0.0 -0.1 0.0
H -2.333 -1.505 -0.229 -0.1 0.0 0.0
H -1.737 1.389 -1.002 0.0 -0.1 0.0
H -4.112 -0.659 1.353 0.1 -0.2 0.1
H -6.379 0.557 1.706 -0.2 0.0 0.1
H -6.440 2.859 0.450 -0.2 0.1 0.0
H -1.067 1.665 1.353 0.0 0.0 0.0
H -1.518 -0.006 1.705 0.0 0.1 0.0
```
Positions in Å, forces in eV/Å.

## Properties
**Energy relative to the best compared isomer or geometry (same formula, charge and spin)**: 0.144 eV
**Total charge**: 0
**Multiplicity**: 1
**Structure (SMILES)**: COC(=O)c1[nH]c2c(c1C)C(=O)C[C@@H](c1cccs1)C2



Computed, not measured: a molecular structure, C15H15NO3S2, with ωB97M-V with the def2-TZVPD basis set.

XYZ file:
```
36
Properties=species:S:1:pos:R:3:forces:R:3
O 0.231 -1.690 -1.891 -0.3 -1.4 -2.0
C 0.226 -1.378 -0.750 7.8 -2.5 -2.8
N 1.389 -1.555 0.103 4.4 -2.9 -10.4
C 1.395 -1.246 1.279 -2.3 1.6 3.6
S 2.535 -1.593 2.250 3.9 -0.6 5.1
S -0.075 -0.515 1.593 -2.7 2.1 1.9
C -0.588 -0.627 -0.088 -7.5 2.9 5.7
C -1.882 -0.615 -0.501 0.9 1.7 -1.5
C -3.026 -0.004 0.073 -3.1 1.8 1.4
C -3.210 0.464 1.371 6.2 -1.1 4.5
C -4.237 1.012 2.094 -3.3 -4.4 -17.1
C -5.319 1.108 1.129 -4.9 2.5 -2.9
C -5.394 0.793 -0.457 8.2 -1.3 13.0
C -4.163 0.352 -0.681 1.1 -4.3 -8.1
H -4.117 -0.079 -1.841 0.5 1.2 2.5
H -6.077 1.160 -0.964 -6.4 2.8 -4.9
H -6.361 1.747 1.315 2.8 -1.8 0.6
O -4.412 1.459 3.154 0.3 3.8 13.4
H -3.741 1.129 3.809 -0.7 0.7 -0.5
H -2.271 0.406 2.128 -1.6 -0.2 -1.8
H -1.921 -0.840 -1.581 -0.5 -0.2 0.6
C 2.905 -1.877 -0.574 -7.4 -2.6 -1.8
C 3.584 -0.776 -1.138 2.5 0.5 -4.7
C 4.364 0.219 -0.164 -12.2 -4.3 3.9
H 5.225 0.099 -0.438 9.9 1.3 -3.4
C 3.279 1.297 -0.084 10.0 3.6 -6.4
H 2.521 1.152 0.427 -6.9 -2.1 5.2
H 3.881 2.157 0.316 -1.2 0.0 -0.4
C 2.886 1.458 -1.579 -13.0 -7.8 9.0
H 1.782 1.907 -1.626 2.6 -0.8 -0.4
H 3.480 1.842 -2.093 9.3 5.9 -8.4
O 2.667 -0.105 -2.014 0.9 4.5 1.8
H 4.368 -0.418 0.786 -0.1 1.2 -0.8
H 4.273 -1.274 -2.081 -0.8 0.8 3.1
H 3.378 -2.549 -0.013 2.2 -1.8 3.1
H 2.426 -2.623 -1.269 0.9 1.2 -0.6
```
Positions in Å, forces in eV/Å.

## Properties
**Energy relative to the best compared isomer or geometry (same formula, charge and spin)**: 14.845 eV
**Total charge**: 0
**Multiplicity**: 1



Computed, not measured: a single C15H15NO4S2 molecule, with ωB97M-V with the def2-TZVPD basis set.

XYZ file:
```
37
Properties=species:S:1:pos:R:3:forces:R:3
O -0.540 1.670 -3.247 -0.3 0.1 -0.4
C -0.128 1.644 -2.107 0.1 0.3 0.6
C -0.725 2.578 -1.052 -0.6 0.0 -0.4
O 0.127 2.732 0.075 0.4 0.0 -0.3
C -0.433 2.796 1.286 -0.1 0.3 0.4
O -1.617 2.761 1.489 0.0 0.1 0.1
C 0.639 2.832 2.356 -0.1 -0.1 -0.1
C 0.664 1.453 3.042 0.2 0.1 -0.2
C 0.639 0.401 1.949 0.2 -0.1 0.3
O 1.567 0.279 1.166 0.1 0.1 0.2
C -0.567 -0.390 1.807 -0.6 -0.4 -0.1
C -0.776 -1.353 0.842 0.2 0.3 0.3
C -2.054 -1.918 0.900 -0.2 0.0 0.1
C -2.810 -1.387 1.906 0.2 0.2 0.3
S -1.980 -0.193 2.797 0.1 -0.3 -0.4
N 0.847 0.831 -1.675 0.4 -0.2 0.2
C 1.490 -0.116 -2.567 -0.1 0.2 -0.1
C 1.055 -1.518 -2.296 -0.2 -0.1 -0.1
C 1.732 -2.496 -1.634 0.0 0.3 -0.2
C 1.002 -3.702 -1.529 -0.2 -0.2 0.0
C -0.223 -3.616 -2.106 -0.2 0.2 -0.1
S -0.513 -2.066 -2.796 0.5 -0.2 0.3
H -1.696 2.182 -0.728 0.2 0.0 -0.1
H -0.894 3.554 -1.517 0.1 -0.2 0.0
H 0.408 3.607 3.086 0.0 0.0 -0.1
H 1.598 3.032 1.880 0.0 0.0 0.1
H -0.194 1.349 3.705 0.1 0.0 0.0
H 1.585 1.355 3.618 -0.1 -0.1 0.0
H -0.014 -1.627 0.136 0.2 0.0 -0.2
H -2.405 -2.679 0.226 -0.1 -0.1 -0.1
H -3.820 -1.633 2.171 -0.2 -0.1 0.0
H 1.135 0.820 -0.704 -0.1 0.1 0.0
H 1.212 0.180 -3.583 0.2 0.0 0.1
H 2.574 -0.042 -2.442 -0.1 0.0 -0.1
H 2.721 -2.360 -1.234 0.2 0.1 0.1
H 1.375 -4.586 -1.044 0.0 -0.2 0.1
H -0.979 -4.373 -2.176 -0.1 -0.2 0.0
```
Positions in Å, forces in eV/Å.

## Properties
**Energy relative to the best compared isomer or geometry (same formula, charge and spin)**: 0.000 eV
**Total charge**: 0
**Multiplicity**: 1
**Structure (SMILES)**: O=C(COC(=O)CCC(=O)c1cccs1)NCc1cccs1



Computed, not measured: a molecular structure, C15H15NaO2, with ωB97M-V with the def2-TZVPD basis set.

XYZ file:
```
33
Properties=species:S:1:pos:R:3:forces:R:3
C -3.763 1.019 -1.745 0.2 -0.3 0.0
C -2.563 0.104 -2.042 -0.4 0.1 0.2
C -1.291 0.755 -1.589 0.4 0.9 0.6
C -0.170 0.113 -1.188 -0.3 -0.2 -2.1
C -1.244 2.256 -1.443 1.4 -1.0 0.5
O -0.275 2.781 -0.914 -1.3 0.2 -0.8
O -2.284 2.998 -1.869 -0.4 0.0 0.0
C -3.505 2.375 -2.361 0.4 0.3 0.1
H -4.673 0.596 -2.186 0.0 0.1 0.1
H -3.918 1.110 -0.659 0.1 0.0 -0.3
H -2.696 -0.863 -1.540 0.1 0.1 -0.2
H -2.525 -0.058 -3.134 0.0 -0.1 0.3
H 0.778 0.647 -1.204 -0.3 -0.2 0.6
H -0.162 -0.981 -1.247 0.2 0.5 -0.1
H -3.441 2.310 -3.456 0.1 0.0 0.2
H -4.282 3.098 -2.105 0.0 -0.1 -0.1
C 1.806 1.047 2.084 -0.3 -0.9 -0.1
Na 1.275 -3.817 2.980 0.4 0.7 -0.5
C 0.490 0.948 1.568 1.0 -0.9 0.3
C 0.283 -0.381 1.109 -0.2 -0.8 0.7
C 1.502 -1.127 1.307 -1.6 0.4 0.0
C 2.408 -0.274 2.026 -0.2 1.5 -0.6
C 3.630 -0.810 2.428 0.0 0.3 0.3
C 3.942 -2.130 2.131 0.9 0.3 0.7
C 3.175 -2.860 1.217 -0.4 -0.7 -0.2
C 1.949 -2.354 0.787 -0.1 -0.2 0.1
H 2.292 1.951 2.432 -0.1 -0.2 0.1
H -0.232 1.752 1.468 0.2 -0.1 0.1
H -0.669 -0.883 0.874 0.6 0.6 0.1
H 4.322 -0.149 2.952 0.0 -0.4 0.1
H 4.836 -2.582 2.571 -0.1 0.2 -0.4
H 3.605 -3.758 0.773 -0.2 0.1 0.1
H 1.399 -2.831 -0.024 0.0 -0.1 0.2
```
Positions in Å, forces in eV/Å.

## Properties
**Total charge**: 0
**Multiplicity**: 1



Computed, not measured: a single C15H15O6PS3 molecule, with ωB97M-V with the def2-TZVPD basis set.

XYZ file:
```
40
Properties=species:S:1:pos:R:3:forces:R:3
O -5.457 -2.897 0.196 0.1 0.1 -0.3
C -5.091 -2.182 -0.696 -0.2 -0.2 0.3
C -3.664 -2.160 -1.220 0.0 -0.1 0.1
C -2.892 -0.915 -0.885 0.1 0.2 -0.1
C -2.435 -0.023 -1.776 -0.1 0.1 0.2
P -2.713 -0.176 -3.558 0.3 -0.3 -0.3
S -1.636 -1.531 -4.432 -0.1 0.0 0.1
C -1.626 1.163 -1.323 0.0 -0.1 0.1
O -1.705 2.212 -1.926 0.0 0.0 -0.1
C -0.782 0.947 -0.117 -0.1 0.0 0.0
C -1.298 0.061 0.832 0.0 0.0 0.1
C -0.626 -0.170 2.018 -0.1 0.0 -0.1
C 0.603 0.432 2.214 0.0 -0.1 0.0
C 1.174 1.273 1.267 0.0 -0.1 -0.1
C 2.543 1.850 1.541 0.0 -0.2 0.3
C 3.669 1.531 0.538 0.0 0.0 0.0
C 4.504 0.278 0.814 0.2 0.3 -0.2
S 3.654 -1.275 0.871 0.1 0.0 -0.3
O 2.501 -1.200 0.040 0.0 -0.1 0.0
O 4.623 -2.321 0.727 -0.1 0.2 0.1
O 3.121 -1.321 2.376 0.1 -0.1 0.2
C 0.442 1.582 0.108 -0.1 0.2 0.0
S 1.124 2.762 -1.025 0.3 0.1 0.1
C -2.589 -0.635 0.564 0.0 0.0 0.0
O -3.355 -0.958 1.440 0.1 -0.1 -0.1
H -5.822 -1.533 -1.215 0.1 0.2 0.0
H -3.156 -3.022 -0.779 0.0 0.1 0.0
H -3.678 -2.304 -2.302 0.0 0.0 0.0
H -4.102 -0.351 -3.662 -0.1 0.1 0.0
H -2.524 1.127 -4.022 -0.1 0.1 0.1
H -1.061 -0.835 2.754 0.0 0.0 0.0
H 1.159 0.224 3.119 0.0 0.0 0.0
H 2.862 1.473 2.518 -0.1 0.1 0.0
H 2.447 2.933 1.654 0.0 0.0 -0.2
H 4.378 2.362 0.574 0.0 0.0 -0.1
H 3.314 1.484 -0.490 -0.1 0.0 0.0
H 5.212 0.125 -0.004 0.0 0.1 0.0
H 5.089 0.380 1.731 -0.1 -0.2 0.0
H 3.816 -1.732 2.912 -0.1 -0.1 0.0
H -0.024 3.343 -1.376 -0.1 -0.1 0.0
```
Positions in Å, forces in eV/Å.

## Properties
**Total charge**: 0
**Multiplicity**: 1
**Structure (SMILES)**: O=CCC1=C([PH2]=S)C(=O)c2c(ccc(CCCS(=O)(=O)O)c2S)C1=O



Record order is preserved below.
Orbital gap: 8.196 8.235 8.745 9.294 6.932 8.626 3.982 7.603 eV